ORCA calculation (wB97M-V/def2-TZVPD) on 2 unconnected molecules or ions with the total composition C3H9NS2.

Geometry as XYZ:
```
15
Properties=species:S:1:pos:R:3:forces:R:3
C -2.25555 1.02685 0.34535 -0.1 -0.3 -0.1
C -1.42533 1.22960 -0.87877 0.5 0.1 -0.2
C -1.28128 0.38061 -1.89013 -0.4 0.2 -0.2
N -0.55063 0.63073 -3.07678 0.3 -0.2 0.4
H -2.78596 0.07311 0.29981 0.0 0.0 0.0
H -1.62796 1.00945 1.23932 0.0 0.1 0.0
H -2.99977 1.81532 0.46695 0.0 0.0 0.0
H -0.82986 2.14062 -0.94526 -0.1 0.1 0.2
H -1.84340 -0.54892 -1.92711 0.1 -0.1 0.1
H 0.09180 -0.13717 -3.25096 -0.2 0.1 -0.2
H 0.00689 1.47515 -3.00532 -0.1 0.0 0.0
S 1.33274 -0.18544 2.10099 -0.1 -0.2 -0.3
S 1.10892 -1.14875 0.27480 0.1 0.1 0.2
H 0.53359 -1.00070 2.80698 0.0 0.0 0.1
H 2.15793 -1.98028 0.39851 0.0 0.0 0.0
```
Forces are in eV/Å.

Computed properties:
maximum force	0.6	eV Å⁻¹
HOMO level	-8.20	eV
SMILES string	C/C=C/N.SS

ORCA calculation (wB97M-V/def2-TZVPD) on C8H8N2 in the gas phase at a distorted geometry.

Geometry as XYZ:
```
18
Properties=species:S:1:pos:R:3:forces:R:3
C 1.60277 -2.03168 -2.01752 0.4 -0.6 -0.9
C -1.16910 1.80434 1.08283 -0.2 0.0 0.0
C 0.21476 1.71738 0.83312 0.2 -0.2 -0.2
C -1.74912 0.67245 0.58405 -0.5 0.3 0.1
C 0.42513 0.54055 0.16529 0.5 0.1 0.1
C 1.64060 -0.10872 -0.43312 0.0 0.3 0.0
C -0.92593 -1.28503 -0.70038 3.4 -0.9 -0.4
C 1.36806 -1.55242 -0.72894 -3.9 0.7 0.9
N 1.80010 -2.41179 -3.08543 0.0 0.0 -0.2
N -0.77499 -0.09581 0.01303 0.0 0.3 0.3
H -1.67300 2.61114 1.57343 -0.2 0.1 0.2
H 0.95668 2.43857 1.11484 0.2 0.1 0.0
H -2.77734 0.37090 0.57241 -0.2 -0.1 0.0
H 1.89581 0.41480 -1.36118 0.1 -0.1 0.1
H 2.48038 -0.00651 0.25808 0.0 0.0 0.0
H -1.19956 -1.20689 -1.74423 0.0 0.0 -0.1
H -1.29215 -2.15294 -0.17040 -0.1 0.0 0.1
H 1.41733 -2.26821 0.08006 0.2 0.0 0.0
```
Forces are in eV/Å.

Computed properties:
maximum force	4.0	eV Å⁻¹
HOMO level (alpha / beta)	-8.45 / -8.45	eV

ORCA calculation (wB97M-V/def2-TZVPD) on C5H9NO2 in the gas phase at a distorted geometry.

Geometry as XYZ:
```
17
Properties=species:S:1:pos:R:3:forces:R:3
C -1.53707 0.52846 -2.14942 3.1 -8.1 1.4
C -0.71089 1.31638 -1.29218 2.9 2.4 1.9
N -1.59653 2.02003 -0.29002 -3.1 1.0 -5.4
C 0.30435 0.48306 -0.45241 -9.3 1.2 -4.0
C 0.05361 -0.43459 0.33194 1.3 -4.0 3.6
C 1.07359 -1.13569 1.13817 -1.0 -0.4 0.0
O 2.22758 -0.90958 1.11785 2.8 1.2 -0.4
O 0.63810 -2.13611 1.89851 -7.8 3.0 -3.2
H -0.75881 -0.25362 -2.83177 -2.4 2.3 1.8
H -2.16528 -0.19746 -1.46270 1.0 1.4 -1.6
H -2.11415 1.00608 -2.77021 -3.2 2.7 -3.4
H -0.01142 2.07624 -1.93561 -1.7 -1.5 1.4
H -2.16933 2.78513 -0.99292 1.7 -2.6 2.8
H -1.10013 2.60256 0.29245 1.7 1.6 1.6
H 1.07979 0.89991 -0.48907 12.0 5.4 -0.6
H -0.89642 -0.69520 0.34426 -4.3 -2.0 0.7
H 1.28455 -2.54395 2.28819 6.2 -3.5 3.5
```
Forces are in eV/Å.

Computed properties:
maximum force	13.2	eV Å⁻¹
HOMO level	-10.04	eV
SMILES string	C[C@@H](N)/C=C/C(=O)O

ORCA calculation (wB97M-V/def2-TZVPD) on 2 unconnected molecules or ions with the total composition C22H24N2O2 at a distorted geometry.

Geometry as XYZ:
```
50
Properties=species:S:1:pos:R:3:forces:R:3
C 0.19863 -2.78867 2.39919 -1.9 -2.6 0.0
C -0.20396 -1.76796 1.44751 3.1 0.5 -4.2
C -1.12645 -0.86723 1.39466 1.3 2.4 -6.2
N -0.94806 -0.04468 0.13565 -6.8 2.6 3.9
C -0.09304 -0.51503 -0.55664 6.8 -3.6 -0.5
C 0.69906 -0.15815 -1.82533 1.3 -2.6 0.6
C 0.25995 0.99733 -2.50792 -3.8 -3.3 5.5
C 0.54769 1.14048 -3.77521 4.2 -1.1 -3.0
C 1.65521 0.44913 -4.35542 -2.2 -0.3 5.2
C 2.20799 -0.54963 -3.53896 -2.2 0.9 0.1
C 1.82756 -1.14112 -2.38855 -7.8 11.5 -1.2
H 2.13235 -1.90630 -1.94166 2.6 -6.2 3.6
H 2.92467 -0.98439 -4.01211 5.0 -2.9 -2.8
C 2.31411 0.81537 -5.53594 -1.8 0.0 -1.9
C 2.50839 -0.08927 -6.57541 4.9 0.8 -2.8
C 3.26579 0.37678 -7.75716 -3.6 -2.4 2.3
C 3.29793 1.81089 -7.99350 4.9 -7.1 -7.4
C 3.03454 2.68605 -7.11533 -3.9 -2.1 6.4
C 2.37671 2.10629 -5.81496 3.3 6.7 -3.1
H 2.31532 2.98232 -5.13856 -0.7 -1.3 0.3
H 3.04058 3.63916 -7.41949 0.1 3.8 0.0
H 3.92899 1.89984 -9.04552 -1.9 0.9 2.6
H 3.48868 -0.54492 -8.44627 0.0 2.6 0.8
H 2.66173 -1.11018 -6.27994 -0.7 -0.7 -0.3
H 0.04471 1.79044 -4.34203 -1.8 2.6 -2.2
H -0.74850 1.31745 -1.97740 2.3 0.3 -1.4
O 0.54837 -1.50943 0.18261 0.8 -2.8 0.9
C -2.13107 -0.57610 2.26438 2.2 10.3 3.4
N -1.50274 -0.35319 3.56848 -5.1 -4.6 3.0
C -0.60597 0.68300 3.85658 1.4 -3.4 -1.8
H -1.03060 1.49477 3.48269 -1.5 4.8 -0.9
H 0.13476 0.39172 3.12503 1.6 0.7 0.4
H -0.34286 0.64653 4.88233 0.6 0.4 0.7
C -2.70421 -0.37593 4.58113 6.0 -12.8 -4.6
C -2.08942 -0.92407 5.92911 -2.0 -4.6 1.0
H -2.49781 -2.09498 6.34275 1.0 3.4 -1.6
C -2.52211 0.10762 6.89294 14.3 3.4 -3.7
H -1.28223 0.45026 7.69466 -3.7 -1.3 -1.6
O -2.58271 1.26949 6.13806 0.7 0.2 0.8
C -3.14675 0.76692 4.94432 -2.7 12.3 1.0
H -3.14868 1.72633 4.37269 0.2 -1.2 -0.9
H -4.08972 0.70084 5.22020 -5.2 -0.5 0.8
H -3.19297 -0.00461 7.47608 -8.8 -1.7 7.4
H -1.01956 -1.04079 5.82152 0.0 0.1 0.0
H -3.42190 -1.25291 4.11706 1.3 2.7 1.3
H -2.63969 0.61382 2.08714 1.3 -2.7 -0.7
H -2.96422 -1.04346 2.25530 -5.2 -4.1 0.4
H -0.48130 -2.44152 3.35084 2.3 -1.3 -1.8
H -0.21826 -3.90929 1.93094 1.2 3.1 1.6
H 1.32106 -2.86904 2.44945 -1.3 0.2 0.6
```
Forces are in eV/Å.

Computed properties:
maximum force	15.1	eV Å⁻¹
HOMO level	-8.19	eV